[1]
83
Properties=species:S:1:pos:R:3 method="wB97M-V/def2-TZVPD" e_homo_ev=-9.42 charge=0 smiles="C[N+](=O)[O-].BrCCBr.BrCCBr.CCOCC.CCOCC.CCOCC.CCOCC" e_above_lowest_kj_mol=259.2
C -19.880 21.229 1.658
N -20.695 22.113 0.732
O -21.909 22.196 0.891
O -20.095 22.928 -0.025
H -20.606 20.531 2.075
H -19.584 21.952 2.419
H -18.908 20.915 1.278
Br -26.352 26.117 3.356
C -24.837 25.101 4.058
C -23.498 25.820 3.932
Br -22.063 24.870 4.904
H -24.869 24.117 3.592
H -25.082 24.960 5.111
H -23.640 26.824 4.332
H -23.153 25.951 2.907
Br -25.957 27.133 9.203
C -27.381 25.810 9.037
C -28.261 25.750 10.239
Br -27.269 24.667 11.623
H -26.801 24.899 8.885
H -27.971 25.866 8.123
H -29.238 25.281 10.117
H -28.425 26.764 10.603
C -22.250 16.478 9.923
C -21.672 17.510 10.760
O -20.977 18.538 10.052
C -21.071 19.804 10.648
C -20.153 20.733 9.776
H -23.264 16.120 10.095
H -22.385 16.938 8.944
H -21.580 15.630 9.787
H -22.383 17.856 11.510
H -20.966 16.931 11.356
H -22.077 20.168 10.438
H -20.855 19.898 11.712
H -20.467 20.852 8.739
H -19.190 20.231 9.862
H -20.021 21.725 10.209
C -29.638 21.795 6.441
C -28.603 20.646 6.578
O -27.327 21.182 6.340
C -26.145 20.418 6.509
C -26.125 19.106 5.630
H -29.713 22.270 7.419
H -29.190 22.526 5.768
H -30.654 21.505 6.172
H -28.682 20.214 7.576
H -28.913 19.798 5.969
H -25.232 21.001 6.388
H -26.127 20.087 7.547
H -25.246 18.533 5.925
H -26.026 19.321 4.566
H -27.024 18.490 5.635
C -31.974 32.250 -4.026
C -32.013 30.717 -3.729
O -31.015 30.386 -2.801
C -31.205 30.795 -1.446
C -30.175 30.001 -0.583
H -32.531 32.412 -4.949
H -32.474 32.780 -3.215
H -30.941 32.592 -4.092
H -32.946 30.220 -3.465
H -31.638 30.192 -4.607
H -31.281 31.877 -1.337
H -32.187 30.473 -1.099
H -30.282 30.196 0.484
H -29.198 30.222 -1.012
H -30.287 28.924 -0.704
C -22.686 28.086 -1.055
C -21.375 28.644 -0.603
O -21.453 29.287 0.678
C -20.345 30.103 1.126
C -20.759 30.952 2.433
H -23.578 28.704 -1.166
H -22.483 27.649 -2.032
H -22.908 27.227 -0.422
H -20.575 27.908 -0.522
H -20.961 29.431 -1.234
H -19.407 29.559 1.233
H -20.112 30.859 0.377
H -21.241 30.314 3.173
H -21.396 31.785 2.136
H -19.817 31.325 2.836


[2]
180
Properties=species:S:1:pos:R:3 method="wB97M-V/def2-TZVPD" e_homo_ev=-10.01 charge=0 smiles="O=S1(=O)CCCC1.O=S1(=O)CCCC1.O=S1(=O)CCCC1.O=S1(=O)CCCC1.O=S1(=O)CCCC1.O=S1(=O)CCCC1.O=S1(=O)CCCC1.O=S1(=O)CCCC1.O=S1(=O)CCCC1.O=S1(=O)CCCC1.O=S1(=O)CCCC1.O=S1(=O)CCCC1" e_above_lowest_kj_mol=671.2
O -2.746 -5.965 -3.581
S -2.775 -7.128 -2.682
O -2.944 -8.501 -3.146
C -1.315 -7.141 -1.602
C -1.644 -6.834 -0.139
C -3.079 -6.149 -0.149
C -3.965 -6.787 -1.272
H -0.607 -6.486 -2.110
H -0.829 -8.116 -1.632
H -1.593 -7.770 0.417
H -0.941 -6.208 0.411
H -2.936 -5.182 -0.632
H -3.546 -6.007 0.826
H -4.903 -6.366 -1.631
H -4.237 -7.789 -0.938
O 4.736 7.908 1.505
S 3.278 7.924 1.743
O 2.434 8.886 1.085
C 2.501 6.260 1.593
C 2.162 5.774 3.034
C 2.822 6.626 4.059
C 2.932 8.036 3.585
H 3.099 5.654 0.912
H 1.558 6.411 1.069
H 1.083 5.643 3.116
H 2.549 4.756 3.077
H 3.868 6.332 4.138
H 2.386 6.404 5.033
H 3.581 8.816 3.984
H 1.920 8.400 3.761
O -7.181 5.565 1.984
S -6.030 5.410 1.128
O -5.661 4.106 0.638
C -6.022 6.612 -0.222
C -4.932 7.739 0.057
C -3.896 7.041 0.979
C -4.618 6.250 2.041
H -7.003 7.012 -0.478
H -5.797 5.985 -1.085
H -4.592 8.019 -0.940
H -5.415 8.568 0.575
H -3.337 7.859 1.433
H -3.159 6.402 0.493
H -5.021 6.842 2.863
H -4.092 5.509 2.644
O -1.883 5.055 -4.612
S -1.231 5.480 -5.832
O -0.079 6.364 -5.785
C -0.898 3.938 -6.805
C -0.961 4.476 -8.199
C -2.349 5.256 -8.327
C -2.490 6.080 -7.037
H -1.685 3.195 -6.670
H 0.044 3.494 -6.484
H -0.097 5.119 -8.368
H -0.835 3.727 -8.981
H -3.073 4.441 -8.324
H -2.480 5.784 -9.271
H -3.402 5.719 -6.562
H -2.610 7.163 -7.091
O -0.577 -3.266 -8.710
S -0.023 -2.222 -7.851
O -0.801 -1.184 -7.168
C 1.147 -2.834 -6.628
C 2.426 -1.988 -6.757
C 2.639 -1.807 -8.237
C 1.285 -1.308 -8.791
H 1.361 -3.846 -6.970
H 0.672 -3.092 -5.681
H 2.321 -1.051 -6.210
H 3.250 -2.504 -6.264
H 2.936 -2.726 -8.741
H 3.374 -1.025 -8.430
H 1.216 -1.501 -9.862
H 1.209 -0.249 -8.544
O 6.891 1.813 7.089
S 5.872 0.819 7.413
O 5.623 0.432 8.798
C 4.268 1.338 6.766
C 3.752 0.045 6.095
C 4.853 -0.794 5.393
C 6.066 -0.778 6.330
H 4.493 2.058 5.978
H 3.719 1.621 7.664
H 3.179 -0.628 6.733
H 3.006 0.304 5.344
H 5.189 -0.377 4.443
H 4.487 -1.799 5.182
H 7.016 -0.603 5.824
H 6.176 -1.518 7.123
O 6.136 -5.815 2.051
S 5.517 -5.350 0.821
O 4.101 -4.959 0.645
C 6.580 -3.976 0.203
C 7.395 -4.716 -0.958
C 6.497 -5.726 -1.689
C 5.983 -6.586 -0.518
H 7.206 -3.769 1.071
H 6.040 -3.068 -0.065
H 7.652 -3.948 -1.689
H 8.320 -5.120 -0.546
H 7.056 -6.423 -2.313
H 5.679 -5.195 -2.175
H 6.832 -7.123 -0.095
H 5.133 -7.254 -0.661
O -7.961 -3.490 1.613
S -8.236 -3.430 3.063
O -8.612 -4.620 3.794
C -6.865 -2.488 3.931
C -7.103 -1.023 3.557
C -8.600 -0.806 3.834
C -9.412 -2.062 3.384
H -5.900 -2.957 3.739
H -7.058 -2.664 4.989
H -6.489 -0.303 4.097
H -6.823 -0.985 2.504
H -8.910 0.155 3.423
H -8.732 -0.719 4.912
H -10.173 -1.979 2.608
H -9.990 -2.456 4.221
O -8.295 0.691 -6.338
S -6.955 0.311 -5.805
O -5.750 1.024 -6.272
C -7.134 0.449 -3.961
C -7.108 -0.996 -3.385
C -7.283 -2.038 -4.492
C -6.829 -1.478 -5.860
H -8.102 0.928 -3.813
H -6.459 1.190 -3.533
H -6.212 -1.227 -2.808
H -7.851 -1.200 -2.614
H -8.307 -2.408 -4.445
H -6.687 -2.931 -4.303
H -7.224 -1.907 -6.781
H -5.747 -1.610 -5.878
O -0.610 1.368 2.139
S -0.670 0.359 1.088
O -1.191 -0.973 1.381
C -1.424 0.950 -0.478
C -0.471 0.384 -1.622
C 0.642 -0.477 -1.058
C 0.985 0.186 0.297
H -1.360 2.025 -0.312
H -2.494 0.743 -0.457
H -1.123 0.012 -2.413
H 0.099 1.236 -1.993
H 1.543 -0.444 -1.671
H 0.251 -1.469 -0.831
H 1.307 1.219 0.163
H 1.723 -0.469 0.760
O 1.323 -7.640 8.312
S 0.737 -6.373 7.868
O 1.331 -5.103 8.362
C 0.614 -6.341 6.007
C -0.756 -5.785 5.659
C -1.464 -5.303 6.883
C -1.096 -6.189 8.096
H 0.589 -7.362 5.627
H 1.561 -5.913 5.678
H -0.541 -5.014 4.918
H -1.371 -6.595 5.267
H -2.521 -5.105 6.703
H -1.158 -4.291 7.146
H -1.411 -7.233 8.111
H -1.335 -5.663 9.020
O 8.461 1.465 1.644
S 8.259 2.772 1.060
O 6.921 3.081 0.414
C 8.664 4.150 2.206
C 10.009 4.786 1.733
C 10.153 4.588 0.209
C 9.559 3.217 -0.170
H 8.680 3.704 3.201
H 7.905 4.930 2.152
H 10.118 5.865 1.842
H 10.920 4.432 2.217
H 11.204 4.571 -0.079
H 9.565 5.325 -0.338
H 10.367 2.507 0.006
H 9.102 2.984 -1.132


[3]
157
Properties=species:S:1:pos:R:3 method="wB97M-V/def2-TZVPD" e_homo_ev=-9.67 charge=+1 e_above_lowest_kj_mol=0.0
Hg -10.118 -15.386 17.233
As -6.604 -17.156 16.008
F -6.331 -15.796 14.953
F -5.934 -16.192 17.317
F -6.778 -18.422 17.200
F -7.281 -18.110 14.712
F -5.025 -17.800 15.583
F -8.219 -16.604 16.532
C -4.764 -11.182 11.789
C -4.000 -12.313 11.082
N -3.327 -13.285 11.944
C -2.485 -12.604 12.942
C -1.386 -11.793 12.307
C -4.263 -14.207 12.596
C -4.916 -15.153 11.605
H -5.460 -10.668 11.125
H -4.114 -10.403 12.190
H -5.341 -11.590 12.623
H -4.691 -12.839 10.424
H -3.271 -11.876 10.398
H -3.138 -12.047 13.633
H -2.008 -13.363 13.571
H -0.632 -11.424 12.999
H -0.915 -12.444 11.567
H -1.763 -10.923 11.766
H -4.984 -13.562 13.122
H -3.733 -14.743 13.387
H -5.442 -15.905 12.211
H -4.189 -15.778 11.086
H -5.665 -14.715 10.952
C -1.997 -21.562 14.851
C -2.585 -20.571 15.861
N -1.501 -19.984 16.641
C -1.861 -18.695 17.215
C -2.935 -18.742 18.282
C -0.811 -20.910 17.527
C 0.295 -20.292 18.364
H -1.627 -22.478 15.306
H -1.173 -21.091 14.311
H -2.693 -21.841 14.054
H -3.112 -19.780 15.320
H -3.375 -21.059 16.453
H -0.974 -18.225 17.644
H -2.222 -18.045 16.410
H -2.567 -19.177 19.214
H -3.280 -17.725 18.498
H -3.821 -19.289 17.953
H -0.367 -21.687 16.906
H -1.524 -21.406 18.208
H 0.963 -19.784 17.658
H 0.878 -21.055 18.870
H -0.060 -19.498 19.020
C -1.954 -17.248 13.553
C -1.294 -16.272 12.584
C -0.338 -17.004 11.616
S -1.138 -18.622 11.431
O -0.257 -19.620 12.007
O -1.678 -18.738 10.093
C -2.492 -18.341 12.600
H -2.683 -16.802 14.228
H -1.168 -17.668 14.188
H -0.752 -15.454 13.065
H -2.056 -15.742 12.008
H 0.661 -17.157 12.013
H -0.310 -16.509 10.650
H -2.755 -19.329 12.974
H -3.342 -17.926 12.058
C -3.194 -14.333 18.224
C -2.980 -14.411 16.707
C -1.525 -14.766 16.534
S -0.535 -14.082 17.907
O 0.317 -12.969 17.547
O -0.067 -15.278 18.595
C -2.074 -13.434 18.767
H -3.027 -15.340 18.619
H -4.210 -13.996 18.427
H -3.221 -13.439 16.265
H -3.572 -15.182 16.219
H -1.087 -14.532 15.563
H -1.425 -15.846 16.652
H -2.211 -12.426 18.369
H -1.986 -13.371 19.848
C -5.829 -17.409 20.346
C -5.699 -15.998 20.908
C -6.840 -15.154 20.392
S -8.265 -16.281 20.370
O -8.993 -16.141 19.101
O -8.925 -16.183 21.646
C -7.284 -17.851 20.355
H -5.208 -18.061 20.957
H -5.545 -17.389 19.294
H -4.708 -15.610 20.670
H -5.734 -16.020 22.002
H -6.655 -14.877 19.350
H -6.968 -14.251 20.985
H -7.610 -18.339 19.442
H -7.545 -18.423 21.241
C -10.672 -21.032 16.288
C -11.804 -21.256 17.266
C -12.073 -19.905 17.947
S -10.436 -19.054 17.942
O -9.891 -19.041 19.280
O -10.552 -17.812 17.202
C -9.520 -20.317 16.983
H -11.106 -20.394 15.513
H -10.384 -21.975 15.834
H -11.526 -21.963 18.052
H -12.671 -21.647 16.737
H -12.431 -20.045 18.963
H -12.772 -19.274 17.399
H -9.044 -20.897 17.771
H -8.789 -19.762 16.398
C -9.850 -18.185 12.533
C -9.082 -17.122 11.715
C -8.904 -15.890 12.592
S -10.477 -15.789 13.531
O -11.322 -14.858 12.836
O -10.179 -15.584 14.954
C -11.031 -17.481 13.225
H -9.216 -18.604 13.310
H -10.120 -19.034 11.911
H -9.456 -16.903 10.717
H -8.092 -17.552 11.540
H -8.746 -14.909 12.147
H -8.088 -15.987 13.303
H -11.864 -17.383 12.529
H -11.373 -18.011 14.110
C -5.796 -21.438 13.616
C -6.548 -21.592 14.964
C -7.657 -22.601 14.706
S -8.407 -22.037 13.172
O -9.436 -21.084 13.485
O -8.581 -23.158 12.274
C -6.945 -21.048 12.655
H -5.277 -22.376 13.420
H -5.033 -20.661 13.622
H -6.895 -20.609 15.288
H -5.849 -21.926 15.732
H -8.349 -22.829 15.513
H -7.265 -23.583 14.427
H -7.106 -19.980 12.797
H -6.668 -21.192 11.612
C -5.840 -11.336 15.753
C -7.041 -10.584 15.154
C -8.251 -11.149 15.829
S -8.007 -12.932 15.504
O -8.201 -13.219 14.107
O -8.621 -13.731 16.565
C -6.199 -12.847 15.827
H -5.583 -11.068 16.780
H -4.915 -11.165 15.202
H -7.049 -10.763 14.078
H -6.866 -9.514 15.263
H -9.203 -10.845 15.397
H -8.236 -11.118 16.918
H -5.737 -13.440 15.041
H -5.943 -13.321 16.772


[4]
15
Properties=species:S:1:pos:R:3 method="wB97M-V/def2-TZVPD" e_homo_ev="-7.38 / -7.38" charge=0 e_above_lowest_kj_mol=458.4
C -0.393 -1.645 -0.077
C -1.226 -2.811 0.166
C -0.792 1.352 0.572
C 1.647 0.430 -0.123
C 0.143 0.745 -0.386
P 0.709 -2.793 -0.415
H -1.539 -3.282 1.068
H -1.853 -2.989 -0.691
H -0.492 1.166 1.588
H -1.929 1.232 0.487
H -0.560 2.352 0.396
H 1.645 -0.702 0.058
H 1.982 0.979 0.786
H 2.318 0.649 -0.911
H -0.115 0.745 -1.460


[5]
49
Properties=species:S:1:pos:R:3 method="wB97M-V/def2-TZVPD" e_homo_ev="-9.73 / -11.17" spin_multiplicity=2 charge=+1 e_above_lowest_kj_mol=33.1
Ti -0.003 -0.003 -0.290
C 0.602 4.267 -0.665
O 1.699 3.545 -1.286
C 1.377 2.269 -1.244
N 0.285 1.959 -0.600
C -0.207 3.173 0.059
C -1.710 3.270 -0.012
C -2.472 2.109 0.077
C -3.854 2.156 0.042
C -4.492 3.383 -0.072
C -3.745 4.548 -0.140
C -2.359 4.493 -0.108
C 2.159 1.184 -1.777
C 3.398 1.209 -2.383
C 4.013 0.000 -2.712
C 3.386 -1.208 -2.402
C 2.148 -1.181 -1.796
N 1.523 0.003 -1.501
C 1.357 -2.268 -1.280
N 0.265 -1.963 -0.634
C -0.226 -3.185 0.013
C 0.577 -4.271 -0.728
O 1.676 -3.544 -1.338
C -1.730 -3.278 -0.049
C -2.386 -4.494 -0.175
C -3.773 -4.541 -0.195
C -4.514 -3.375 -0.086
C -3.868 -2.155 0.058
C -2.485 -2.115 0.082
H 0.029 4.750 -1.458
H 1.022 5.017 -0.003
H 0.085 3.114 1.115
H -1.969 1.148 0.221
H -4.438 1.248 0.112
H -5.572 3.430 -0.104
H -4.240 5.506 -0.216
H -1.786 5.412 -0.153
H 3.885 2.155 -2.574
H 4.985 -0.001 -3.182
H 3.864 -2.156 -2.607
H 0.072 -3.137 1.067
H 0.003 -4.741 -1.528
H 0.995 -5.031 -0.075
H -1.819 -5.415 -0.252
H -4.274 -5.494 -0.295
H -5.594 -3.416 -0.109
H -4.446 -1.247 0.163
H -1.975 -1.163 0.250
Se 0.739 -0.024 1.850